No. 1
ORCA calculation (wB97M-V/def2-TZVPD) on C19H35N5NbO4Tl as an isolated structure.

Calculated values
Total charge: +2
HOMO level (spin up / spin down) in hartree: -0.565 / -0.565
Multiplicity: 1

Element x y z (Å)
N 1.616983 -0.593198 0.087302
C 2.790575 -1.065387 0.349771
O 3.779188 -1.014705 -0.423128
Tl 2.862389 0.294362 -2.202565
Nb -0.255213 -0.160685 -0.062294
N -0.924264 -1.691112 -1.188168
N -0.164118 1.704979 -0.955234
C -0.431657 -3.094758 -1.240520
C 0.382998 3.008024 -0.632149
C 0.788184 -3.071737 -2.136800
C -1.426121 -4.130754 -1.742691
C 0.015300 -3.538418 0.158390
C 0.488692 4.041574 -1.782772
C -0.496437 3.625228 0.439469
C 1.789799 2.843455 -0.042398
H 0.578915 -2.644967 -3.116485
H 1.207422 -4.074280 -2.301256
H 1.580529 -2.463372 -1.710637
H -2.314822 -4.203762 -1.116405
H -0.884739 -5.094124 -1.698375
H -1.733118 -3.943210 -2.772269
H 0.770810 -2.869617 0.564438
H 0.458677 -4.540971 0.137153
H -0.816605 -3.545046 0.861035
H 1.136717 3.657851 -2.586656
H 0.984115 4.927785 -1.342531
H -0.482826 4.382796 -2.152767
H -1.540388 3.662950 0.167645
H -0.213773 4.645164 0.679284
H -0.451193 3.057952 1.370150
H 1.789902 2.214512 0.849056
H 2.192939 3.824108 0.216084
H 2.502503 2.460271 -0.776628
C -1.150361 1.670547 -2.094215
H -1.040706 0.745328 -2.702319
H -2.202454 1.730357 -1.792241
H -0.959440 2.468209 -2.840969
C -2.371238 -1.514558 -1.469622
H -2.990875 -2.345370 -1.080547
H -2.802765 -0.615154 -1.001251
H -2.588235 -1.385738 -2.563784
C -1.567652 2.601353 4.648619
C -0.301576 1.986224 5.185786
C 0.052589 0.606220 4.545525
C 1.350990 0.004277 5.155470
C 2.570792 0.858446 5.150380
C -1.089493 -0.326852 4.774500
O -1.566726 -0.623088 5.852934
N -1.660866 -0.898192 3.669541
C -1.315955 -0.650939 2.376551
O -1.771197 -1.305477 1.419732
N -0.419429 0.279571 2.092100
C 0.340858 0.897208 3.064065
O 1.220448 1.676273 2.706939
H -1.521561 2.746546 3.571140
H -1.735168 3.596409 5.067061
H -2.474632 2.047240 4.901513
H 0.519523 2.690449 4.976468
H -0.407253 1.912603 6.277724
H 1.137504 -0.313070 6.169661
H 1.572864 -0.898048 4.607522
H 2.418716 1.747080 5.741447
H 3.414409 0.310909 5.562683
H 2.829879 1.182497 4.151959
H -2.398852 -1.582567 3.764682

Cartesian forces (eV/Å) of the 6 atoms listed first:
3.3 -2.1 3.3
-1.0 3.9 -7.8
-1.1 -2.0 5.3
-0.1 0.5 -1.0
-1.8 0.1 0.3
-0.5 2.1 0.5

natural (NBO) population analysis, charges in e, atoms 1 to 8:
1 N -0.835
2 C 0.904
3 O -0.547
4 Tl 1.020
5 Nb 2.061
6 N -0.629
7 N -0.613
8 C 0.106

***

No. 2
ORCA calculation (wB97M-V/def2-TZVPD) on C19H36Cl18O7PSn2 as an isolated structure.

Calculated values
Total charge: -1
HOMO level in hartree: -0.172
Multiplicity: 1

Element x y z (Å)
Sn 12.492321 -18.655564 -41.080701
Sn 9.582306 -15.020946 -42.629396
P 9.083951 -18.153828 -41.142456
O 8.516739 -17.787037 -42.532154
O 10.060599 -17.122543 -40.561654
O 9.701073 -19.512505 -41.666710
O 7.848404 -18.786962 -40.469013
C 12.924515 -15.890561 -43.231017
O 12.057245 -16.744369 -43.433995
O 12.584053 -14.686506 -43.334593
O 13.901357 -16.211513 -42.549131
Cl 13.035814 -20.439925 -44.281331
C 11.578546 -19.704136 -44.930312
C 10.726238 -20.840168 -45.491592
Cl 10.045290 -21.735378 -44.080989
H 11.946353 -18.966943 -45.644019
H 11.019338 -19.213262 -44.133808
H 11.344484 -21.508786 -46.090619
H 9.916042 -20.479338 -46.125226
Cl 10.006898 -13.367805 -46.617170
C 11.557820 -13.681405 -47.395206
C 12.161004 -15.013454 -46.899789
Cl 11.358731 -16.386465 -47.700593
H 12.233927 -12.839583 -47.245820
H 11.373144 -13.826800 -48.459565
H 12.040115 -15.133136 -45.823145
H 13.210814 -15.006601 -47.192955
Cl 7.560235 -11.935020 -44.220011
C 7.542571 -10.135874 -44.044323
C 6.743733 -9.376249 -45.127470
Cl 4.978788 -9.653175 -44.950248
H 8.552553 -9.746442 -44.172271
H 7.030355 -9.783410 -43.149053
H 6.989827 -9.611924 -46.162847
H 6.995748 -8.317006 -45.076368
Cl 11.275167 -9.401142 -41.075637
C 12.492424 -10.059962 -42.182294
C 11.866488 -10.364469 -43.541755
Cl 10.632253 -11.615863 -43.409179
H 12.778424 -11.031263 -41.778709
H 13.334470 -9.379168 -42.307092
H 12.574701 -10.720600 -44.289895
H 11.332116 -9.466556 -43.852081
Cl 12.843012 -16.281920 -38.106966
C 11.540324 -15.157679 -38.498342
C 11.885343 -14.244541 -39.694794
Cl 10.637654 -12.933968 -39.766200
H 11.326192 -14.545121 -37.622550
H 10.678524 -15.814291 -38.617782
H 11.909946 -14.694456 -40.687301
H 12.775592 -13.640039 -39.521217
Cl 8.223481 -18.620165 -48.128217
C 7.397207 -18.704943 -46.625792
C 8.062230 -17.998150 -45.450143
Cl 8.020622 -16.183032 -45.607072
H 7.423673 -19.778434 -46.438698
H 6.351331 -18.446509 -46.791495
H 9.031429 -18.423421 -45.189556
H 7.439786 -18.321996 -44.615997
Cl 7.551098 -14.683426 -39.335178
C 7.603133 -15.801938 -37.987753
C 6.172121 -16.438236 -37.740421
Cl 5.815775 -17.101545 -36.160069
H 8.019418 -15.404000 -37.062310
H 8.309814 -16.564185 -38.315891
H 6.056127 -17.214250 -38.497016
H 5.387767 -15.695207 -37.884647
Cl 6.151063 -14.604062 -42.343604
C 5.308245 -16.127343 -42.773602
C 4.700430 -16.851507 -41.511881
Cl 3.828970 -15.725652 -40.439048
H 6.073296 -16.716000 -43.279851
H 4.580660 -15.945170 -43.564515
H 5.432478 -17.387703 -40.907975
H 3.992995 -17.598015 -41.872936
Cl 17.297445 -13.308533 -43.059859
C 15.521285 -13.059158 -43.279727
C 14.917396 -13.050192 -41.866021
Cl 15.494129 -11.688004 -40.894368
H 14.987702 -13.703098 -43.978815
H 15.323119 -12.050133 -43.641259
H 15.216213 -13.951029 -41.330011
H 13.836255 -12.983624 -41.987679

Cartesian forces (eV/Å) of the 6 atoms listed first:
-3.2 1.5 -2.1
0.8 -3.4 0.0
-4.1 -5.1 -2.1
0.2 5.2 -1.8
1.4 0.9 0.3
5.3 -0.1 1.4

Mulliken population analysis, charges in e, atoms 1 to 8:
1 Sn 1.139
2 Sn 1.243
3 P -0.133
4 O -0.222
5 O -0.235
6 O -0.701
7 O -0.810
8 C 0.321

***

Number 1: E_tot -42140.3915 eV. Number 2: E_tot -280976.4670 eV.